(1)
# C24H44Ge2NO3PSr

A structure of composition C24H44Ge2NO3PSr (ωB97M-V/def2-TZVPD, the OMol25 dataset).

CARTESIAN COORDINATES (ANGSTROEM)
Sr -1.15 1.32 0.29
C -1.55 0.64 -4.18
C -1.38 0.67 -2.66
Ge 0.34 -0.16 -2.11
C 1.75 1.17 -2.45
C 2.59 0.80 -3.68
C 0.66 -2.00 -2.63
C 0.57 -2.78 -1.53
Ge 0.30 -1.55 -0.02
C -1.43 -1.67 0.95
C -1.64 -3.06 1.57
C 1.76 -1.15 1.24
C 2.44 -2.33 1.93
C 0.62 -4.25 -1.49
C 0.30 -5.01 -2.62
C 0.36 -6.39 -2.57
C 0.73 -7.03 -1.40
C 1.04 -6.29 -0.27
C 0.97 -4.91 -0.31
H -2.47 1.14 -4.50
H -1.58 -0.38 -4.54
H -0.72 1.15 -4.68
H -2.24 0.17 -2.19
H -1.40 1.73 -2.34
H 2.39 1.25 -1.57
H 1.28 2.15 -2.59
H 3.09 -0.15 -3.54
H 3.35 1.55 -3.87
H 1.97 0.72 -4.58
H 0.86 -2.40 -3.62
H -2.26 -1.46 0.27
H -1.46 -0.93 1.77
H -1.66 -3.83 0.79
H -2.57 -3.12 2.13
H -0.83 -3.31 2.26
H 1.35 -0.46 1.99
H 2.50 -0.58 0.67
H 1.72 -2.95 2.48
H 3.18 -1.99 2.66
H 2.95 -2.97 1.21
H -0.01 -4.51 -3.53
H 0.10 -6.97 -3.45
H 0.78 -8.11 -1.37
H 1.33 -6.79 0.65
H 1.21 -4.33 0.57
C -6.06 1.84 1.24
O -5.23 2.96 1.61
P -3.66 3.07 1.42
O -3.41 2.55 -0.15
C -3.83 3.45 -1.21
O -3.09 1.59 1.98
C -3.12 1.43 3.43
H -7.09 2.15 1.41
H -5.83 0.98 1.86
H -5.92 1.59 0.19
H -4.28 2.84 -1.99
H -2.98 4.00 -1.59
H -4.58 4.15 -0.83
H -3.31 0.39 3.63
H -3.92 2.04 3.86
H -2.17 1.74 3.85
C 3.82 2.35 2.96
C 3.19 3.44 2.08
C 4.07 3.73 0.86
C 2.93 4.72 2.89
C 1.90 2.94 1.60
N 0.89 2.53 1.21
H 4.79 2.72 3.32
H 3.99 1.43 2.40
H 3.20 2.13 3.83
H 5.03 4.10 1.20
H 3.62 4.49 0.22
H 4.24 2.83 0.27
H 3.89 5.10 3.25
H 2.30 4.53 3.76
H 2.47 5.50 2.28

The net charge is +2. For the HOMO energy, the calculation gives -13.109 eV. As for the electronic energy: -5746.8301 hartree. Its HOMO-LUMO gap is 7.95 eV. The value obtained for the LUMO energy is -5.2 eV.

(2)
# C24H44N2O4S

An isolated molecule of C24H44N2O4S (ωB97M-V/def2-TZVPD, the OMol25 dataset).

CARTESIAN COORDINATES (ANGSTROEM)
C 1.29 -9.88 -2.92
C 1.21 -8.36 -2.98
C -0.23 -7.87 -3.13
C -0.31 -6.35 -3.20
C -1.75 -5.87 -3.34
C -1.89 -4.36 -3.54
H -1.33 -4.06 -4.43
H -2.94 -4.15 -3.75
C -1.44 -3.51 -2.34
C -2.41 -2.35 -2.09
C -1.99 -1.53 -0.88
C -0.58 -0.97 -1.06
C -0.18 -0.24 0.21
O 0.07 -0.80 1.26
N -0.14 1.11 0.09
H -0.39 1.59 -0.76
C 0.14 1.97 1.20
C -0.27 3.39 0.81
O -0.60 3.67 -0.33
N -0.25 4.26 1.83
H 0.12 3.93 2.72
C -0.35 5.68 1.63
C 1.05 6.26 1.48
O 2.06 5.64 1.64
O 1.01 7.55 1.14
C 2.27 8.19 0.96
H 2.82 8.21 1.90
H 2.04 9.20 0.63
H 2.86 7.66 0.21
H -0.87 5.82 0.67
C -1.14 6.38 2.75
C -0.44 6.24 4.10
H 0.59 6.59 4.04
H -0.95 6.84 4.85
H -0.44 5.20 4.43
C -2.56 5.83 2.82
H -3.12 6.35 3.59
H -2.54 4.77 3.06
H -3.07 5.96 1.87
H -1.18 7.44 2.48
H -0.45 1.65 2.07
C 1.64 1.95 1.60
C 1.84 1.46 3.02
H 2.89 1.30 3.25
H 1.29 0.53 3.17
S 1.20 2.63 4.27
C 2.59 3.80 4.33
H 2.35 4.52 5.12
H 2.69 4.32 3.38
H 3.50 3.26 4.58
H 2.16 1.26 0.93
H 2.09 2.94 1.47
C 0.40 -2.12 -1.32
C -0.04 -2.94 -2.53
H -0.04 -2.30 -3.42
H 0.68 -3.74 -2.71
H 0.43 -2.76 -0.43
H 1.40 -1.73 -1.48
H -0.56 -0.28 -1.91
H -2.01 -2.15 0.02
H -2.69 -0.71 -0.73
H -2.44 -1.71 -2.98
H -3.42 -2.74 -1.93
H -1.44 -4.14 -1.44
H -2.32 -6.16 -2.45
H -2.21 -6.37 -4.19
H 0.13 -5.93 -2.29
H 0.27 -5.99 -4.05
H -0.82 -8.23 -2.29
H -0.66 -8.30 -4.04
H 1.65 -7.94 -2.08
H 1.80 -8.00 -3.83
H 0.73 -10.26 -2.08
H 0.89 -10.32 -3.83
H 2.33 -10.21 -2.82

For the HOMO energy, the calculation gives -8.795 eV. As for the electronic energy: -1749.6527 hartree. Its HOMO-LUMO gap is 9.50 eV. The value obtained for the LUMO energy is 0.7 eV.

Taking the records one at a time from the top gives ΔE to the lowest compared entry with this formula, charge and spin values of 5.9; 0.0 kcal per mole.